# C6H14N2O2

A cluster of 2 separate species, C6H14N2O2 in total (ωB97M-V with the def2-TZVPD basis set, the Open Molecules 2025 dataset).

```
24
Properties=species:S:1:pos:R:3:forces:R:3
C 1.495762 -1.997476 -0.759064 0.0 -0.3 0.2
N 0.965192 -0.967376 -1.622084 -0.4 0.1 -0.2
C 1.844262 0.121043 -1.987544 0.1 0.5 -0.2
C -0.314297 -1.005656 -2.080964 -0.1 0.1 -0.1
O -0.836327 -0.175016 -2.811193 0.3 -0.5 0.5
H 2.362332 -2.492545 -1.228704 -0.3 0.1 0.1
H 1.814762 -1.571986 0.207275 -0.1 -0.1 -0.3
H 0.717362 -2.755685 -0.569814 0.3 0.3 -0.1
H 1.296622 0.818593 -2.643373 0.2 -0.4 0.3
H 2.184791 0.671683 -1.094544 -0.1 -0.2 -0.2
H 2.729521 -0.250676 -2.530454 -0.3 0.1 0.2
H -0.860417 -1.906556 -1.709724 0.2 0.4 -0.2
C -1.716537 -0.604296 2.450425 -0.2 -0.3 0.2
N -1.650077 0.589753 1.630675 -0.4 0.3 -0.3
C -0.501857 1.317393 1.546275 0.3 -0.2 0.2
C -0.577597 2.538363 0.654195 0.3 0.4 -0.2
O 0.511702 0.991103 2.156945 -0.5 0.1 -0.4
H -2.728957 -1.035676 2.376135 0.4 0.2 0.0
H -1.511177 -0.368896 3.508264 0.0 -0.1 -0.4
H -0.987027 -1.358196 2.109744 -0.2 0.3 0.2
H -2.473987 0.894423 1.106385 0.7 -0.3 0.4
H -1.344417 3.244522 1.014645 0.2 -0.3 -0.1
H 0.400612 3.047933 0.660365 -0.5 -0.3 0.0
H -0.820247 2.255233 -0.383874 0.0 0.1 0.4
```
Positions in Å, forces in eV/Å.

SMILES ... CN(C)C=O.CNC(C)=O
Molecular weight ... 146.190 g mol⁻¹
Orbital gap ... 10.13 eV
Energy above the lowest of the compared OMol25 structures with the same formula, charge and spin ... 0.877 eV